{"formula": "C43H106N7NaO17", "method": "the ωB97M-V functional and the def2-TZVPD basis", "symbols": ["Na", "O", "C", "O", "O", "H", "C", "O", "C", "C", "N", "C", "C", "O", "C", "H", "H", "H", "H", "H", "H", "H", "H", "H", "H", "H", "H", "H", "H", "H", "C", "O", "C", "C", "N", "C", "C", "O", "C", "H", "H", "H", "H", "H", "H", "H", "H", "H", "H", "H", "H", "H", "H", "H", "C", "O", "C", "C", "N", "C", "C", "O", "C", "H", "H", "H", "H", "H", "H", "H", "H", "H", "H", "H", "H", "H", "H", "H", "C", "O", "C", "C", "N", "C", "C", "O", "C", "H", "H", "H", "H", "H", "H", "H", "H", "H", "H", "H", "H", "H", "H", "H", "C", "O", "C", "C", "N", "C", "C", "O", "C", "H", "H", "H", "H", "H", "H", "H", "H", "H", "H", "H", "H", "H", "H", "H", "C", "O", "C", "C", "N", "C", "C", "O", "C", "H", "H", "H", "H", "H", "H", "H", "H", "H", "H", "H", "H", "H", "H", "H", "C", "O", "C", "C", "N", "C", "C", "O", "C", "H", "H", "H", "H", "H", "H", "H", "H", "H", "H", "H", "H", "H", "H", "H"], "coordinates": [[0.983, 3.353, -0.085], [1.032, -1.012, 0.055], [0.914, 0.279, -0.108], [0.756, 0.977, 0.908], [0.865, 0.832, -1.214], [0.913, -0.815, 0.987], [-4.997, -6.979, 3.620], [-4.682, -6.165, 4.664], [-3.855, -5.076, 4.294], [-3.866, -3.994, 5.464], [-2.983, -2.897, 5.160], [-1.551, -3.345, 5.298], [-0.797, -2.041, 5.222], [0.610, -2.173, 5.359], [1.172, -0.888, 5.015], [-5.763, -7.718, 3.857], [-4.074, -7.486, 3.340], [-5.405, -6.450, 2.759], [-4.140, -4.592, 3.360], [-2.884, -5.544, 4.136], [-3.518, -4.527, 6.349], [-4.898, -3.651, 5.525], [-3.096, -2.185, 5.867], [-1.147, -3.979, 4.509], [-1.317, -3.782, 6.268], [-1.138, -1.424, 6.053], [-0.993, -1.554, 4.268], [2.247, -0.935, 5.186], [0.778, -0.071, 5.619], [1.029, -0.654, 3.960], [-1.942, 0.599, 3.255], [-3.104, -0.287, 3.267], [-3.469, -0.676, 1.920], [-4.485, -1.801, 1.938], [-5.687, -1.405, 2.675], [-6.690, -2.478, 2.680], [-7.970, -2.100, 3.340], [-8.721, -1.383, 2.351], [-10.045, -0.973, 2.784], [-1.066, 0.051, 2.909], [-1.848, 0.894, 4.300], [-2.076, 1.544, 2.729], [-2.653, -1.031, 1.291], [-3.944, 0.101, 1.321], [-4.013, -2.655, 2.424], [-4.719, -2.045, 0.902], [-6.145, -0.623, 2.229], [-6.383, -3.355, 3.249], [-6.918, -2.823, 1.671], [-7.899, -1.556, 4.282], [-8.499, -2.936, 3.796], [-10.080, -0.134, 3.478], [-10.562, -1.756, 3.338], [-10.721, -0.714, 1.969], [-1.597, 5.214, 5.051], [-0.322, 5.078, 4.465], [-0.151, 3.826, 3.816], [1.305, 3.629, 3.379], [1.799, 4.282, 2.144], [3.307, 4.266, 1.930], [3.844, 2.882, 1.556], [3.462, 2.631, 0.171], [4.039, 1.390, -0.263], [-2.337, 5.311, 4.256], [-1.630, 6.133, 5.635], [-1.941, 4.379, 5.660], [-0.848, 3.689, 2.989], [-0.286, 3.118, 4.634], [1.411, 2.551, 3.257], [1.962, 3.903, 4.205], [1.574, 5.267, 2.164], [3.887, 4.613, 2.785], [3.496, 4.941, 1.095], [3.430, 2.180, 2.280], [4.922, 2.803, 1.690], [5.126, 1.326, -0.215], [3.876, 1.167, -1.318], [3.745, 0.519, 0.323], [-3.398, -5.253, 0.074], [-2.666, -4.072, -0.374], [-1.615, -3.654, 0.509], [-0.354, -4.552, 0.283], [0.855, -3.979, 0.836], [1.039, -4.063, 2.325], [1.213, -5.556, 2.864], [-0.069, -6.207, 3.019], [-0.038, -7.577, 3.413], [-2.948, -5.614, 0.999], [-3.184, -6.061, -0.625], [-4.463, -5.143, 0.276], [-1.857, -3.575, 1.569], [-1.312, -2.656, 0.193], [-0.216, -4.753, -0.779], [-0.417, -5.550, 0.718], [1.105, -3.060, 0.501], [0.185, -3.693, 2.892], [1.851, -3.439, 2.699], [1.771, -5.580, 3.800], [1.768, -6.161, 2.148], [0.478, -8.164, 2.654], [-1.072, -7.902, 3.529], [0.403, -7.714, 4.400], [2.539, 2.725, -4.000], [2.045, 3.911, -4.531], [1.746, 3.821, -5.951], [1.361, 5.197, -6.425], [2.405, 6.104, -6.012], [1.982, 7.502, -6.123], [3.107, 8.398, -5.561], [2.830, 9.771, -5.738], [1.816, 10.257, -4.833], [3.181, 2.992, -3.160], [3.179, 2.096, -4.619], [1.759, 2.054, -3.641], [0.878, 3.165, -6.014], [2.565, 3.417, -6.547], [0.410, 5.505, -5.991], [1.336, 5.234, -7.514], [2.781, 5.858, -5.107], [1.090, 7.704, -5.530], [1.765, 7.838, -7.136], [4.050, 8.346, -6.105], [3.423, 8.157, -4.546], [0.855, 9.760, -4.969], [1.728, 11.314, -5.083], [2.097, 10.275, -3.780], [3.547, -1.473, -2.571], [4.072, -2.749, -2.205], [3.051, -3.664, -1.795], [2.363, -4.340, -2.978], [3.276, -5.220, -3.684], [2.553, -6.181, -4.612], [3.420, -6.781, -5.642], [3.778, -5.679, -6.472], [4.909, -5.924, -7.289], [4.271, -0.968, -3.210], [3.450, -0.982, -1.603], [2.538, -1.464, -2.982], [2.314, -3.184, -1.150], [3.545, -4.454, -1.230], [1.963, -3.563, -3.629], [1.473, -4.895, -2.681], [3.927, -4.710, -4.264], [1.632, -5.865, -5.101], [2.200, -6.952, -3.928], [2.904, -7.586, -6.164], [4.314, -7.110, -5.112], [5.153, -5.074, -7.927], [4.766, -6.770, -7.960], [5.771, -6.146, -6.660], [5.077, 5.401, -3.669], [3.790, 5.837, -3.329], [3.436, 5.682, -1.954], [1.978, 5.904, -1.829], [1.187, 4.746, -2.107], [-0.300, 5.015, -2.177], [-1.104, 3.710, -2.066], [-1.414, 3.591, -0.694], [-2.268, 2.462, -0.437], [5.167, 5.610, -4.735], [5.213, 4.320, -3.632], [5.831, 5.960, -3.115], [3.898, 6.558, -1.499], [3.731, 4.776, -1.424], [1.775, 6.732, -2.508], [1.672, 6.305, -0.863], [1.504, 4.389, -2.998], [-0.453, 5.531, -3.125], [-0.661, 5.689, -1.399], [-0.504, 2.863, -2.398], [-2.019, 3.797, -2.651], [-3.146, 2.360, -1.075], [-2.539, 2.431, 0.618], [-1.653, 1.572, -0.568]], "mulliken_charge": [0.4163, -0.3501, 0.2237, 0.0368, -0.6448, -0.3024, -0.4986, -0.5084, 0.6565, -1.0876, 0.0769, -0.1421, -0.1965, -0.5107, -0.5281, 0.2930, 0.1659, 0.1824, -0.1194, 0.0114, 0.3912, 0.3616, 0.2217, -0.3327, 0.4316, 0.6096, -0.0794, 0.4422, 0.3584, -0.0204, -0.1964, -0.5068, -0.0243, 0.2880, -0.0932, -0.1478, -1.0068, -0.3240, -0.8177, -0.0774, 0.2509, 0.1505, -0.0007, 0.2874, -0.9994, 0.5931, 0.2832, 0.0707, 0.3115, 0.3998, 0.5207, 0.3135, 0.3142, 0.2619, -0.7572, -0.4555, -0.4596, -0.6379, 0.0587, -1.0915, -0.4355, 0.2742, -0.9005, 0.2904, 0.2873, 0.2930, 0.2810, 0.3807, 0.2271, 0.3817, 0.2236, 0.4406, 0.2674, 0.2484, 0.5327, 0.5297, -0.0238, 0.2772, -0.6360, -0.5330, 0.9686, -0.8067, 0.2451, 0.1824, -1.3331, -0.0001, -0.8400, 0.0759, 0.3424, 0.3202, -0.1247, -0.2392, 0.2573, 0.3591, -0.0466, -0.3610, 0.4950, 0.5078, 0.5168, 0.3359, 0.1431, 0.3203, -0.8911, -0.2331, -0.6427, -0.6420, -0.3044, -0.5060, -0.1602, -0.4335, -0.6692, -0.3099, 0.4997, 0.3092, 0.3170, 0.3891, 0.3380, 0.4056, 0.2102, 0.2327, 0.2857, 0.3032, 0.1644, 0.2970, 0.2751, 0.2570, -0.2776, -0.5369, 0.1379, -0.7631, -0.3120, -0.7016, -0.6466, -0.2915, -0.7714, 0.3197, 0.0184, 0.2134, -0.0667, 0.3743, 0.1384, 0.5165, 0.2644, 0.3336, 0.4373, 0.4128, 0.3664, 0.2398, 0.2987, 0.3280, -0.9939, -0.0245, -1.0878, -0.9281, 1.7307, -1.0806, -0.5924, -0.2921, -0.6777, 0.2917, 0.2798, 0.4014, 0.4770, 0.3243, 0.2574, 0.5591, -0.5789, 0.5112, 0.5356, 0.1762, 0.6571, 0.4450, 0.1025, 0.1918], "spin_multiplicity": 1, "e_tot_ev": -95955.14930, "lumo_ev": 0.02, "orbital_gap_ev": 8.0, "e_above_lowest_kj_mol": 192.1, "total_charge": 0, "max_force_ev_per_a": 5.8}